Record 1
{"formula": "C4H14NO2", "method": "wB97M-V/def2-TZVPD", "orbital_gap_ev": 11.23, "homo_ev": -15.47, "charge": 1, "e_lumo_ev": -4.234, "species": ["C", "C", "C", "C", "N", "H", "H", "H", "H", "H", "H", "H", "H", "H", "H", "H", "H", "O", "H", "H", "O"], "positions_angstrom": [[0.496, -2.618, 1.139], [-0.269, -1.577, 0.352], [-0.550, -0.312, 1.163], [-1.778, 1.287, -0.122], [-0.668, 0.839, 0.276], [1.543, -2.345, 1.206], [0.418, -3.587, 0.640], [0.054, -2.780, 2.114], [-1.212, -1.942, -0.067], [0.263, -1.309, -0.562], [0.270, -0.127, 1.848], [-1.441, -0.410, 1.793], [-2.709, 1.038, 0.360], [-1.783, 2.033, -0.907], [0.243, 1.113, -0.142], [2.423, 2.141, 0.576], [2.516, 1.412, -0.772], [1.957, 1.508, 0.014], [0.747, 2.127, -3.298], [-0.682, 1.667, -3.021], [0.161, 1.842, -2.591]], "forces_ev_per_a": [[-0.426, -0.521, -0.412], [-0.407, 0.306, -0.704], [0.103, -0.329, 0.903], [0.103, 1.170, -0.246], [-0.146, -0.986, -0.174], [0.129, -0.005, 0.267], [0.189, 0.137, -0.068], [0.102, 0.150, 0.350], [-0.118, -0.184, 0.386], [0.422, 0.125, 0.075], [0.282, 0.172, -0.027], [0.004, 0.102, -0.333], [-0.077, -0.479, 0.066], [0.057, 0.057, 0.043], [-0.210, 0.409, -0.071], [-0.101, -0.061, -0.002], [-0.200, 0.006, 0.205], [0.363, -0.004, -0.237], [-0.004, 0.054, -0.035], [0.111, -0.008, -0.233], [-0.176, -0.112, 0.245]]}

---

Record 2
{"formula": "C2HGaLiO2", "method": "wB97M-V/def2-TZVPD", "orbital_gap_ev": [6.61, 6.52], "homo_ev": [-14.19, -14.32], "charge": 1, "e_lumo_ev": [-7.580, -7.796], "species": ["O", "C", "C", "H", "Li", "Ga", "O"], "positions_angstrom": [[-1.715, -0.057, 0.117], [-0.882, 0.681, -0.378], [0.315, 0.863, -0.859], [0.612, 0.670, -1.888], [-0.685, -1.522, 1.134], [1.242, 0.593, 1.091], [1.114, -1.227, 0.783]], "forces_ev_per_a": [[0.705, 2.400, -0.115], [-0.210, -3.757, -0.164], [-0.459, 0.722, 1.420], [0.286, 0.600, 0.305], [-0.474, -0.440, -0.306], [0.217, -0.657, -1.963], [-0.065, 1.132, 0.823]]}

---

Record 3
{"formula": "C26H14CaN4O4S2", "method": "wB97M-V/def2-TZVPD", "orbital_gap_ev": 3.86, "homo_ev": -1.20, "charge": -2, "e_lumo_ev": 2.655, "species": ["Ca", "S", "C", "S", "C", "C", "N", "C", "N", "C", "C", "C", "C", "C", "C", "C", "C", "C", "C", "C", "C", "C", "C", "C", "N", "H", "H", "H", "H", "H", "H", "H", "H", "H", "H", "O", "C", "O", "C", "C", "C", "C", "C", "C", "N", "O", "O", "H", "H", "H", "H"], "positions_angstrom": [[0.979, -0.492, 0.402], [2.241, 0.623, 2.826], [2.969, -0.872, 2.923], [3.099, -2.123, 1.744], [3.464, -1.246, 4.215], [3.417, -2.583, 4.642], [3.373, -3.696, 4.978], [3.819, -0.340, 5.246], [4.089, 0.395, 6.106], [-1.558, -3.982, 2.361], [-2.786, -3.351, 2.517], [-3.009, -2.005, 2.219], [-1.946, -1.204, 1.719], [-0.761, -1.912, 1.452], [-0.523, -3.212, 1.775], [-2.116, 0.272, 1.575], [-3.337, 0.913, 2.026], [-3.425, 2.278, 2.041], [-2.281, 3.036, 1.682], [-2.227, 4.450, 1.749], [-1.093, 5.117, 1.405], [0.023, 4.460, 0.881], [0.028, 3.116, 0.715], [-1.113, 2.340, 1.122], [-1.076, 0.951, 1.127], [-1.455, -5.050, 2.633], [-3.635, -3.934, 2.893], [-4.035, -1.645, 2.374], [0.450, -3.724, 1.635], [-4.143, 0.313, 2.438], [-4.315, 2.793, 2.380], [-3.081, 4.943, 2.174], [-1.058, 6.190, 1.529], [0.884, 5.068, 0.564], [0.868, 2.579, 0.191], [1.821, 0.391, -1.655], [0.978, -0.363, -2.225], [0.263, -1.203, -1.587], [0.836, -0.339, -3.716], [-0.343, -0.886, -4.412], [-0.441, -0.923, -5.793], [0.734, -0.657, -6.546], [1.891, -0.241, -5.880], [1.904, 0.007, -4.506], [3.172, -0.393, -6.559], [3.197, -0.545, -7.786], [4.202, -0.284, -5.854], [-1.148, -1.314, -3.838], [-1.374, -1.316, -6.234], [0.769, -0.826, -7.632], [2.808, 0.428, -4.037]], "forces_ev_per_a": [[0.752, -0.185, 1.974], [-0.555, 1.405, -1.096], [0.705, -1.651, 1.274], [-0.522, 0.681, -0.751], [0.106, 0.191, 0.364], [0.429, -1.280, -0.130], [-0.005, 0.590, 0.068], [-0.476, 0.649, 0.164], [0.105, -0.361, -0.330], [0.450, 0.361, -0.511], [-0.910, -0.260, 0.308], [0.054, 0.231, -0.085], [-1.298, -2.078, 0.686], [1.519, 3.076, -0.943], [-0.982, -2.409, 1.049], [0.167, -0.536, 0.308], [0.423, 0.441, -0.023], [0.738, -0.776, 0.053], [1.537, -0.182, -1.516], [-0.003, -1.016, 0.349], [-0.235, 0.742, 0.140], [0.689, 0.673, -0.449], [-0.069, -2.024, -0.726], [-1.165, -0.022, 1.311], [-0.087, 1.419, -0.548], [0.069, 0.690, -0.101], [0.246, 0.198, -0.066], [0.365, -0.043, -0.008], [-0.474, 0.625, -0.118], [0.169, 0.079, -0.316], [-0.052, -0.010, 0.086], [-0.261, 0.403, 0.036], [0.020, 0.113, -0.023], [-0.374, -0.427, 0.200], [-0.828, 0.641, 0.865], [-0.565, -0.114, -1.015], [-0.165, -0.404, 1.438], [0.138, 0.573, -1.794], [-1.920, -1.039, -2.064], [1.491, 0.793, 1.106], [0.924, -0.109, -0.006], [-0.293, 0.005, -0.096], [-1.081, -1.025, -0.101], [0.945, 0.433, 0.428], [2.063, 1.350, -0.125], [-0.135, -0.096, 1.382], [-1.898, -0.452, -1.501], [-0.073, 0.216, 0.388], [0.797, 0.364, 0.022], [0.030, 0.038, 0.645], [-0.504, -0.484, -0.204]]}

---

Record 4
{"formula": "C4H6INO2S", "method": "wB97M-V/def2-TZVPD", "smiles": "CN1[C@@H](/C=C\\I)S1(=O)=O", "orbital_gap_ev": 9.34, "homo_ev": -9.47, "e_lumo_ev": -0.132, "species": ["C", "N", "C", "C", "C", "I", "S", "O", "O", "H", "H", "H", "H", "H", "H"], "positions_angstrom": [[-1.448, -1.008, 1.139], [-0.726, -0.889, -0.008], [-0.101, 0.523, -0.232], [1.105, 0.938, 0.351], [2.406, 0.939, 0.057], [3.436, -0.392, -1.442], [-0.798, -0.401, -1.580], [-0.044, -1.211, -2.489], [-1.914, 0.282, -2.137], [-2.142, -0.142, 1.377], [-2.035, -1.876, 1.141], [-0.752, -1.079, 1.847], [-0.975, 1.134, 0.090], [0.941, 1.507, 1.335], [3.047, 1.674, 0.552]], "forces_ev_per_a": [[-4.493, 1.342, -0.246], [2.512, 0.781, -3.554], [-3.469, -1.901, -0.936], [2.678, 1.768, 2.434], [0.261, -0.859, -1.301], [-1.115, 1.480, 1.315], [1.287, 0.454, 0.240], [0.081, -0.060, 0.764], [-1.169, 0.080, 0.292], [0.617, -0.604, -0.359], [-0.842, -1.354, 0.055], [2.513, -0.300, 3.431], [0.916, 0.460, -0.514], [0.049, -0.415, -1.571], [0.174, -0.872, -0.050]]}

---

Record 5
{"formula": "C11H9BN2O4S2", "method": "wB97M-V/def2-TZVPD", "smiles": "O=C(O)c1cccc2c1OB(O)[C@@H](Sc1nncs1)C2", "orbital_gap_ev": 9.30, "homo_ev": -9.10, "e_lumo_ev": 0.208, "species": ["O", "C", "O", "C", "C", "C", "C", "C", "C", "O", "B", "O", "C", "S", "C", "N", "N", "C", "S", "C", "H", "H", "H", "H", "H", "H", "H", "H", "H"], "positions_angstrom": [[-3.329, 0.958, -2.099], [-2.200, 0.675, -1.771], [-1.303, 0.253, -2.698], [-1.761, 0.811, -0.383], [-2.241, 1.813, 0.419], [-1.739, 2.012, 1.687], [-0.834, 1.123, 2.223], [-0.347, 0.085, 1.477], [-0.831, -0.090, 0.154], [-0.500, -1.285, -0.457], [0.512, -2.123, 0.034], [0.889, -3.139, -0.835], [1.297, -1.849, 1.376], [2.905, -1.099, 1.067], [2.583, -0.160, -0.385], [2.708, 1.141, -0.450], [2.463, 1.746, -1.630], [2.193, 0.924, -2.560], [2.103, -0.749, -1.944], [0.495, -0.924, 2.247], [-1.749, 0.168, -3.589], [-3.014, 2.455, -0.003], [-2.097, 2.865, 2.252], [-0.474, 1.257, 3.255], [0.207, -3.285, -1.527], [1.423, -2.835, 1.811], [1.747, 1.201, -3.487], [-0.244, -1.518, 2.827], [1.140, -0.433, 2.987]], "forces_ev_per_a": [[0.098, 0.027, -0.030], [-1.512, 0.116, -1.493], [-0.015, -0.197, -0.424], [1.862, -1.723, -0.130], [-0.459, 0.972, -0.228], [-0.739, 0.531, 0.181], [0.339, 0.962, 0.559], [-0.086, -0.458, -0.193], [0.643, -0.716, 1.970], [0.173, 0.018, 0.192], [-0.078, 0.059, -1.674], [-1.172, 0.003, 0.724], [-0.674, -0.056, -0.839], [0.653, -0.050, -0.577], [-0.429, 1.335, -1.558], [0.579, 0.228, 1.770], [0.532, 0.453, 0.746], [-1.043, -2.534, 0.888], [0.615, 0.675, -1.227], [-1.174, -0.289, 0.395], [0.275, 0.316, 1.551], [0.283, -0.003, 0.149], [0.017, -0.178, 0.089], [-0.193, -0.049, -0.539], [0.722, 0.309, 0.463], [0.503, -0.044, 0.324], [0.179, 0.094, -0.672], [0.359, 0.125, -0.170], [-0.259, 0.073, -0.247]]}

---

Record 6
{"formula": "C7H9F3N2", "method": "wB97M-V/def2-TZVPD", "smiles": "CN[C@@H]1N=CC=C[C@@H]1C(F)(F)F", "orbital_gap_ev": 9.57, "homo_ev": -9.24, "e_lumo_ev": 0.331, "species": ["C", "N", "C", "N", "C", "C", "C", "C", "C", "F", "F", "F", "H", "H", "H", "H", "H", "H", "H", "H", "H"], "positions_angstrom": [[1.011, 2.663, 0.317], [1.071, 1.193, 0.610], [0.208, 0.583, -0.339], [-1.195, 0.869, -0.132], [-2.045, -0.030, -0.369], [-1.711, -1.265, -1.050], [-0.477, -1.757, -1.069], [0.604, -1.010, -0.267], [0.683, -1.603, 1.037], [1.788, -1.192, 1.610], [-0.322, -1.352, 1.955], [0.721, -2.966, 0.916], [1.396, 3.272, 1.223], [1.698, 3.019, -0.354], [0.023, 3.154, 0.108], [0.761, 0.816, 1.478], [0.406, 0.859, -1.515], [-3.189, 0.270, -0.138], [-2.555, -1.850, -1.539], [-0.361, -2.612, -1.572], [1.486, -1.061, -0.911]], "forces_ev_per_a": [[-1.144, 1.120, 4.939], [-0.097, 2.435, -2.849], [0.595, -2.841, -2.666], [0.227, 0.360, 0.893], [-2.668, 1.457, 0.143], [-1.518, -1.618, -0.683], [-1.177, 3.714, 2.028], [-2.921, 2.026, -4.414], [-0.006, -1.579, 1.935], [1.312, -0.211, 1.211], [0.520, 0.046, -1.317], [0.137, 0.444, 0.364], [-0.748, -1.181, -0.840], [1.703, -0.132, -2.386], [0.550, -1.093, 0.074], [-0.105, 0.967, 1.213], [-0.044, -0.333, 2.869], [2.606, -0.982, -0.605], [1.167, 0.912, 0.594], [1.157, -3.240, -1.626], [0.454, -0.271, 1.123]]}

---

no.,calculated total energy (Eh),largest force on an atom (eV Å⁻¹)
1,-365.7881,1.20
2,-2159.2330,3.77
3,-2993.2299,3.56
4,-1056.9622,4.70
5,-1656.3637,2.88
6,-681.1591,5.67